The following is a quantum chemistry calculation of a cluster of 9 separate species, C19H54F6O14PS8 in total, from OMol25.

Geometry as ORCA input:
```
! RIJCOSX wB97M-V def2-TZVPD def2/J DEFGRID3
* xyz -1 1
P -0.5289 -0.3679 0.2322
F -0.5571 -1.3679 -1.0062
F -1.7018 0.5094 -0.4859
F -1.6569 -1.1700 1.1019
F -0.4811 0.6866 1.4329
F 0.6747 -1.3507 0.8055
F 0.6816 0.4566 -0.5285
O 0.1725 6.0161 1.2222
S 0.1744 4.6975 1.8140
O 1.2030 3.7400 1.4605
O 0.3962 4.9157 3.4032
C -0.2575 5.9570 4.1101
C -0.4214 5.4989 5.5521
C -1.4726 3.9737 1.8485
H -1.2540 6.1665 3.6981
H 0.3079 6.8828 3.9952
H -1.1477 6.1080 6.0951
H 0.5702 5.6672 5.9758
H -0.7929 4.4842 5.6688
H -2.2088 4.6580 2.2496
H -1.3106 3.0338 2.3807
H -1.7127 3.6203 0.8440
O 3.1925 -2.4118 -2.3409
S 2.0678 -3.1793 -2.7574
O 1.3548 -2.8559 -3.9682
O 2.4651 -4.7608 -2.9181
C 3.6780 -5.1214 -3.5531
C 3.5309 -5.4774 -5.0378
C 0.8645 -3.3199 -1.3834
H 4.0098 -6.0248 -3.0403
H 4.4615 -4.3644 -3.4794
H 2.5310 -5.3005 -5.4426
H 3.6323 -6.5568 -5.1476
H 4.1786 -4.8498 -5.6457
H 0.1270 -2.5656 -1.6494
H 1.3886 -2.9899 -0.4913
H 0.5086 -4.3428 -1.3788
O -0.6190 1.9240 4.7684
S 0.6393 1.3330 5.1718
O 1.4112 1.8710 6.2550
O 0.3258 -0.2176 5.4572
C -0.2497 -1.0340 4.4495
C -0.9956 -2.1889 5.1087
C 1.7037 1.1838 3.7249
H 0.4877 -1.3807 3.7171
H -0.9309 -0.4909 3.7863
H -1.4539 -1.7150 5.9780
H -0.3663 -3.0331 5.3893
H -1.7526 -2.6276 4.4594
H 1.1298 0.7212 2.9248
H 2.5390 0.5228 3.9391
H 2.0200 2.1740 3.4074
C 5.5563 -1.1059 2.0246
S 4.8997 0.4950 1.4551
O 4.7198 1.3749 2.6474
C 3.2190 -0.1207 1.0579
H 4.7728 -1.6881 2.5047
H 6.4104 -0.8535 2.6497
H 5.9364 -1.6813 1.1783
H 2.9025 -0.6986 1.9237
H 3.0492 -0.6434 0.1159
H 2.4975 0.6883 0.9346
C -4.3417 -1.4811 3.7105
S -5.4558 -0.1231 3.2121
O -5.7014 0.7344 4.4198
C -4.1787 0.7179 2.1814
H -4.6312 -2.1704 4.5044
H -3.5601 -0.9281 4.2521
H -3.8753 -2.0160 2.8858
H -4.7003 1.4455 1.5642
H -3.7433 -0.0025 1.4918
H -3.5399 1.1087 2.9707
C 4.3736 0.6298 -2.9272
S 3.5642 2.0994 -3.6709
O 3.7534 1.9864 -5.1556
C 1.8781 1.5747 -3.3540
H 4.2245 -0.3181 -3.4524
H 3.8282 0.5085 -1.9901
H 5.4542 0.7398 -2.9703
H 1.6836 0.5577 -3.6871
H 1.1831 2.1975 -3.9207
H 1.6684 1.7925 -2.3057
C -6.2746 -0.6589 -4.2719
S -4.4427 -0.4029 -4.2541
O -4.3955 0.9395 -4.9351
C -4.2223 -0.0179 -2.4709
H -6.8748 0.2186 -4.0432
H -6.5354 -1.4156 -3.5235
H -6.5444 -1.0508 -5.2508
H -4.6811 0.9420 -2.2234
H -3.1760 0.2839 -2.4636
H -4.5674 -0.8274 -1.8358
C -1.0971 -1.3428 -6.3836
S -0.6289 0.1146 -5.3676
O -1.7990 1.0453 -5.5434
C -0.8736 -0.7473 -3.7735
H -0.6915 -1.3444 -7.3915
H -2.1870 -1.2976 -6.4163
H -0.8536 -2.2738 -5.8695
H -0.0129 -1.4137 -3.6707
H -1.7705 -1.3547 -3.6981
H -0.7748 0.0465 -3.0372
*
```

Results
Highest occupied orbital energy   -6.355 eV
Energy relative to the best compared isomer or geometry (same formula, charge and spin)   0.0 kcal per mole
Gap between HOMO and LUMO   0.3034 hartree
Calculated total energy   -161521.228 eV

These are the Löwdin partial charges, in e, on atoms 1 to 2: P 0.234; F -0.189